No. 1
The following is a quantum chemistry calculation of 2 unconnected molecules or ions with the total composition CHCl2FS, from OMol25.

Its charge is 0. For the gap between HOMO and LUMO (spin up / spin down), the calculation gives 6.88 / 9.06 eV. The calculation puts the LUMO energy (spin up / spin down) at -2.32 / -0.94 eV. For the relative energy (zero: lowest compared OMol25 entry of this formula, charge and spin), the calculation gives 70.7 kcal/mol. The spin multiplicity is 1. As for the highest occupied orbital energy (spin up / spin down): -9.197 / -10.003 eV. The value obtained for the largest force on an atom is 0.053 Eh/bohr.

Geometry as XYZ:
```
6
Properties=species:S:1:pos:R:3:forces:R:3
C 3.163 0.074 -0.048 0.1122 0.3222 2.7031
F 3.347 0.064 1.354 -0.2487 0.0243 -2.4182
S -0.955 1.453 -0.301 -0.5232 -0.1115 2.2438
Cl 3.481 -1.424 -0.730 -0.0026 -0.3182 -0.2113
Cl 1.797 0.989 -0.484 0.3678 0.0015 -0.0462
H -1.094 1.403 1.149 0.2946 0.0817 -2.2711
```
Positions in Å, forces in eV/Å.

=====

No. 2
The following is a quantum chemistry calculation of a molecular structure, CHCl2NO3S, from OMol25.

Its charge is 0. For the gap between HOMO and LUMO, the calculation gives 9.09 eV. The calculation puts the LUMO energy at -1.37 eV. For the relative energy (zero: lowest compared OMol25 entry of this formula, charge and spin), the calculation gives 78.8 kcal/mol. The spin multiplicity is 1. As for the highest occupied orbital energy: -10.461 eV. The value obtained for the largest force on an atom is 0.065 Eh/bohr.

Geometry as XYZ:
```
9
Properties=species:S:1:pos:R:3:forces:R:3
C 0.548 -0.366 0.224 -1.0377 0.2562 1.7014
N 0.561 -1.967 0.576 -0.0990 0.2020 -0.9204
O -0.490 -2.465 0.407 0.5445 0.4237 -0.1423
O 0.344 -0.653 2.843 0.1043 -0.5770 -0.5466
O 0.061 1.599 2.016 -0.4355 -0.1450 -0.9049
S -0.140 0.199 1.803 -0.2524 1.2988 3.0512
Cl 2.063 0.427 0.457 1.3192 -0.5349 -1.1958
Cl -2.129 -0.073 1.801 -0.3627 -0.1949 -0.6321
H -0.082 0.095 -0.541 0.2192 -0.7289 -0.4105
```
Positions in Å, forces in eV/Å.

=====

No. 3
The following is a quantum chemistry calculation of 2 unconnected molecules or ions with the total composition CHCl2NOS, from OMol25.

Its charge is 0. For the gap between HOMO and LUMO, the calculation gives 8.96 eV. Its SMILES is ClSCl.N=C=O. The calculation puts the LUMO energy at -0.37 eV. For the relative energy (zero: lowest compared OMol25 entry of this formula, charge and spin), the calculation gives 6.4 kcal/mol. The spin multiplicity is 1. As for the highest occupied orbital energy: -9.336 eV. The value obtained for the largest force on an atom is 0.062 Eh/bohr.

Geometry as XYZ:
```
7
Properties=species:S:1:pos:R:3:forces:R:3
C -0.586 -1.632 0.375 -0.7646 -2.9125 0.0949
N -0.648 -2.832 0.611 1.4990 2.6709 0.9144
O -0.500 -0.499 0.225 0.3158 1.3963 -0.1018
S 1.500 -0.070 3.823 -0.0566 0.0745 -0.8051
Cl 1.204 1.261 2.291 0.1399 -0.3501 0.6077
Cl 1.594 -1.831 2.801 0.0162 0.3625 0.3211
H -1.186 -3.499 0.163 -1.1496 -1.2416 -1.0313
```
Positions in Å, forces in eV/Å.